Entry 1:
DFT (ωB97M-V with the def2-TZVPD basis set) results for a cluster of 6 separate species, C18H51N3O9 in total at a distorted geometry.

Calculated values
- Multiplicity: 2
- Relative energy (zero: lowest compared OMol25 entry of this formula, charge and spin): 104.9 kJ/mol
- ⟨S²⟩: 0.756
- Kohn-Sham gap (spin up / spin down): 7.81 / 2.00 eV
- Max |F|: 2.97 eV/A
- Charge: +1

Structure (XYZ):
```
81
C18H51N3O9 | the OMol25 dataset | ωB97M-V with the def2-TZVPD basis set
C -5.84 7.52 12.56
C -4.85 8.37 11.80
O -3.49 8.03 11.95
O -5.64 7.59 13.93
H -5.76 6.47 12.29
H -6.85 7.86 12.33
H -4.94 9.42 12.08
H -5.14 8.40 10.74
H -3.29 7.49 11.18
H -6.12 8.28 14.39
C -10.00 9.78 12.74
C -8.97 9.46 13.95
O -9.30 10.31 14.98
O -11.23 9.16 13.05
H -9.71 9.23 11.84
H -10.11 10.80 12.37
H -7.92 9.57 13.69
H -9.02 8.46 14.37
H -10.07 10.03 15.49
H -11.56 9.55 13.86
C -9.07 9.98 9.05
C -9.36 10.44 7.58
O -10.77 10.67 7.65
O -7.70 9.69 9.45
H -9.70 9.11 9.24
H -9.48 10.73 9.73
H -9.15 9.77 6.75
H -8.90 11.42 7.45
H -11.10 10.62 6.75
H -7.58 8.78 9.17
C -8.02 4.28 11.28
C -9.36 5.00 11.53
C -10.24 5.32 10.25
O -11.52 5.73 10.55
C -11.78 7.08 10.38
N -10.12 4.18 12.39
H -7.34 4.96 10.76
H -8.17 3.34 10.76
H -7.61 4.18 12.29
H -9.26 5.95 12.05
H -10.27 4.48 9.56
H -9.62 6.14 9.87
H -12.81 7.29 10.68
H -11.63 7.33 9.33
H -11.13 7.58 11.09
H -9.89 4.42 13.35
H -11.06 4.54 12.29
C -12.60 11.03 17.22
C -11.77 9.75 17.17
C -12.09 8.84 18.39
O -12.08 9.47 19.61
C -10.86 9.77 20.25
N -12.01 9.14 15.85
H -13.63 10.98 16.89
H -12.08 11.78 16.62
H -12.72 11.50 18.20
H -10.68 9.81 17.29
H -11.46 7.96 18.53
H -13.08 8.40 18.22
H -11.14 10.41 21.09
H -10.31 10.44 19.58
H -10.27 8.86 20.39
H -11.84 8.15 15.86
H -13.02 9.22 15.88
C -5.80 12.09 12.64
C -6.13 13.36 13.40
C -4.98 14.31 13.30
O -3.81 13.73 13.87
C -3.70 13.70 15.30
N -7.31 14.04 12.86
H -6.63 11.40 12.46
H -5.19 11.37 13.19
H -5.27 12.44 11.76
H -6.42 13.08 14.41
H -5.09 15.29 13.76
H -4.69 14.54 12.27
H -4.66 13.97 15.75
H -3.02 14.43 15.74
H -3.35 12.70 15.54
H -7.24 13.86 11.87
H -8.14 13.50 13.03
```

Entry 2:
DFT (ωB97M-V with the def2-TZVPD basis set) results for a structure of composition C50H66MoN6O6S2 at a distorted geometry.

Calculated values
- Relative energy (zero: lowest compared OMol25 entry of this formula, charge and spin): 0.0 kJ/mol
- Kohn-Sham gap (spin up / spin down): 2.25 / 2.21 eV
- Max |F|: 4.24 eV/A
- Charge: +2

Structure (XYZ):
```
131
C50H66MoN6O6S2 | the OMol25 dataset | ωB97M-V with the def2-TZVPD basis set
Mo 0.38 -0.68 -1.31
C -4.31 3.24 -4.85
C -3.60 2.28 -5.80
C -2.78 3.11 -6.80
C -4.65 1.45 -6.55
C -2.67 1.33 -5.06
C -2.60 1.29 -3.69
C -1.65 0.46 -3.08
N -1.30 0.35 -1.76
C -1.93 0.99 -0.73
C -3.25 1.43 -0.64
C -3.61 2.17 0.47
C -2.62 2.48 1.43
C -1.31 2.01 1.41
C -1.01 1.14 0.35
O 0.06 0.38 0.14
C -0.33 2.51 2.47
C -0.46 4.04 2.57
C 1.12 2.18 2.09
C -0.65 1.89 3.84
C -5.02 2.71 0.65
C -4.96 4.24 0.78
C -5.94 2.36 -0.52
C -5.62 2.11 1.94
C -0.74 -0.30 -3.87
O 0.17 -0.87 -3.08
C -0.83 -0.33 -5.27
C -1.82 0.48 -5.81
C 0.14 -1.14 -6.13
C 0.06 -2.62 -5.70
C -0.21 -1.07 -7.61
C 1.56 -0.59 -5.92
H -4.89 3.96 -5.43
H -5.00 2.72 -4.19
H -3.60 3.82 -4.25
H -3.42 3.86 -7.26
H -1.96 3.63 -6.30
H -2.36 2.49 -7.60
H -5.34 2.12 -7.07
H -4.20 0.80 -7.30
H -5.24 0.84 -5.86
H -3.22 1.94 -3.09
H -3.97 1.17 -1.40
H -2.90 3.12 2.25
H -0.46 4.50 1.58
H -1.36 4.34 3.10
H 0.39 4.44 3.13
H 1.36 2.54 1.09
H 1.80 2.67 2.79
H 1.31 1.11 2.13
H -1.62 2.23 4.21
H -0.67 0.80 3.77
H 0.11 2.19 4.56
H -4.46 4.68 -0.09
H -5.97 4.64 0.83
H -4.44 4.56 1.68
H -5.57 2.77 -1.46
H -6.06 1.28 -0.63
H -6.92 2.78 -0.35
H -5.04 2.38 2.82
H -6.63 2.50 2.08
H -5.67 1.02 1.87
H -1.91 0.48 -6.89
H -0.94 -3.02 -5.91
H 0.79 -3.21 -6.24
H 0.24 -2.73 -4.63
H -1.23 -1.43 -7.80
H -0.10 -0.06 -8.00
H 0.47 -1.71 -8.17
H 1.83 -0.53 -4.87
H 2.29 -1.22 -6.43
H 1.63 0.42 -6.34
C -1.57 -2.45 8.87
C -1.08 -2.11 7.47
C -0.11 -3.16 6.93
N 0.10 -3.00 5.49
C 0.66 -1.98 4.85
S 0.28 -1.66 3.24
N 1.56 -1.15 5.47
C 2.58 -1.53 6.37
O 2.76 -2.69 6.65
C 3.41 -0.41 6.89
C 4.50 -0.77 7.68
C 5.31 0.19 8.24
C 5.04 1.54 8.02
C 3.96 1.91 7.23
C 3.14 0.94 6.67
H -2.25 -1.68 9.23
H -0.74 -2.51 9.58
H -2.10 -3.40 8.88
H -0.58 -1.13 7.48
H -1.93 -2.03 6.79
H -0.53 -4.16 7.07
H 0.84 -3.12 7.45
H -0.52 -3.53 4.90
H 1.71 -0.28 4.99
H 4.68 -1.82 7.85
H 6.16 -0.10 8.85
H 5.67 2.30 8.46
H 3.76 2.95 7.06
H 2.29 1.27 6.08
N 4.56 -3.88 2.00
C 3.59 -3.14 1.46
C 2.29 -3.65 1.26
C 1.35 -2.87 0.66
N 1.60 -1.63 0.18
C 2.82 -1.10 0.46
C 3.82 -1.80 1.08
H 4.40 -4.84 2.26
H 5.49 -3.51 2.13
H 2.04 -4.64 1.62
H 0.33 -3.22 0.54
H 2.97 -0.07 0.17
H 4.78 -1.34 1.26
N 1.34 -2.96 -2.16
C 2.54 -2.64 -2.91
C 3.12 -3.57 -3.76
C 4.26 -3.22 -4.48
C 4.78 -1.95 -4.32
C 4.23 -1.01 -3.46
C 3.09 -1.37 -2.76
S 6.31 -1.48 -5.28
O 6.44 -0.07 -5.05
O 5.97 -1.89 -6.62
O 7.25 -2.33 -4.57
H 0.68 -3.44 -2.77
H 1.56 -3.64 -1.43
H 2.68 -4.55 -3.88
H 4.73 -3.90 -5.17
H 4.68 -0.03 -3.37
H 2.60 -0.64 -2.10
```

Entry 3:
DFT (ωB97M-V with the def2-TZVPD basis set) results for a structure of composition C22H21BILiN10O.

Calculated values
- Kohn-Sham gap: 6.32 eV
- Max |F|: 0.93 eV/A
- Charge: -2

Structure (XYZ):
```
57
C22H21BILiN10O | the OMol25 dataset | ωB97M-V with the def2-TZVPD basis set
Li 0.35 -0.27 0.99
I 2.96 -0.42 2.76
C 4.08 -0.35 0.95
C 5.44 -0.25 1.08
C 6.24 -0.21 -0.08
C 5.65 -0.27 -1.31
C 4.25 -0.39 -1.45
C 3.65 -0.49 -2.72
C 2.29 -0.67 -2.81
C 1.49 -0.73 -1.66
C 1.98 -0.59 -0.37
C 3.40 -0.43 -0.29
H 5.90 -0.21 2.06
H 7.32 -0.13 0.02
H 6.26 -0.25 -2.21
H 4.27 -0.43 -3.60
H 1.83 -0.78 -3.79
H 0.43 -0.90 -1.79
B -2.00 -0.38 3.95
N -1.45 0.94 3.35
C -1.81 2.15 3.82
C -1.18 3.12 3.05
C -0.43 2.38 2.13
N -0.61 1.08 2.32
N -1.42 -1.65 3.28
C -1.67 -2.89 3.74
C -1.04 -3.80 2.91
C -0.40 -3.00 1.96
N -0.64 -1.71 2.20
H -3.21 -0.39 3.82
H -1.71 -0.40 5.13
H -2.47 2.25 4.66
H -1.26 4.19 3.16
H 0.23 2.73 1.35
H -2.28 -3.04 4.61
H -1.05 -4.87 2.99
H 0.22 -3.29 1.12
C -3.54 2.20 -2.80
N -2.25 2.10 -2.18
C -1.18 3.04 -2.40
C -0.12 2.51 -1.39
O 0.94 3.07 -1.21
N -0.63 1.43 -0.76
C -1.86 1.22 -1.20
N -2.69 0.30 -0.72
H -3.44 2.68 -3.77
H -4.24 2.79 -2.19
H -3.97 1.21 -2.96
H -1.47 4.07 -2.16
H -0.79 3.00 -3.42
H -2.29 -0.64 -0.48
H -3.58 0.21 -1.18
N -3.31 -3.07 -5.45
C -2.77 -3.20 -4.42
N -2.14 -3.44 -3.32
C -2.14 -2.80 -2.20
N -2.11 -2.30 -1.14
```

Entry 4:
DFT (ωB97M-V with the def2-TZVPD basis set) results for a cluster of 13 separate species, C52H143N13O13 in total at a distorted geometry.

Calculated values
- Multiplicity: 2
- Relative energy (zero: lowest compared OMol25 entry of this formula, charge and spin): 160.7 kJ/mol
- ⟨S²⟩: 0.758
- Kohn-Sham gap (spin up / spin down): 7.93 / 1.53 eV
- Max |F|: 3.15 eV/A
- Charge: +1

Structure (XYZ):
```
221
C52H143N13O13 | the OMol25 dataset | ωB97M-V with the def2-TZVPD basis set
C 4.01 -4.19 -3.27
C 4.96 -4.86 -2.24
C 4.84 -6.37 -2.06
O 5.28 -6.71 -0.71
C 5.13 -8.07 -0.23
N 6.29 -4.43 -2.56
H 4.19 -3.12 -3.42
H 3.00 -4.29 -2.87
H 4.14 -4.63 -4.25
H 4.68 -4.49 -1.26
H 5.31 -6.95 -2.85
H 3.77 -6.58 -2.03
H 4.13 -8.14 0.19
H 5.95 -8.33 0.44
H 5.13 -8.72 -1.11
H 6.92 -4.62 -1.80
H 6.19 -3.43 -2.63
C -1.08 1.61 4.38
C -2.32 2.41 4.14
C -3.62 1.90 4.73
O -4.68 2.81 4.32
C -5.95 2.47 4.81
N -2.02 3.74 4.74
H -0.26 2.02 3.78
H -1.07 0.55 4.09
H -0.76 1.76 5.41
H -2.55 2.55 3.09
H -3.58 1.87 5.82
H -3.83 0.87 4.43
H -6.27 1.48 4.49
H -6.64 3.23 4.46
H -5.93 2.47 5.90
H -1.53 3.61 5.61
H -2.97 3.99 5.01
C 1.58 -5.08 3.32
C 3.01 -5.53 2.96
C 3.32 -6.86 3.56
O 3.47 -6.75 4.96
C 3.70 -7.98 5.60
N 3.03 -5.64 1.58
H 1.36 -4.31 2.59
H 1.64 -4.77 4.37
H 0.82 -5.86 3.25
H 3.78 -4.82 3.28
H 4.27 -7.27 3.21
H 2.60 -7.65 3.32
H 4.42 -8.56 5.03
H 2.78 -8.56 5.71
H 4.20 -7.78 6.54
H 3.84 -6.03 1.12
H 3.05 -4.68 1.27
C -0.70 0.24 -4.71
C -0.74 1.63 -3.95
C -0.96 2.83 -4.88
O -0.82 4.04 -4.10
C -1.37 5.17 -4.66
N -1.77 1.50 -2.87
H -1.70 0.13 -5.12
H -0.46 -0.70 -4.21
H -0.02 0.24 -5.56
H 0.20 1.80 -3.42
H -1.96 2.81 -5.31
H -0.17 2.89 -5.63
H -0.75 5.42 -5.53
H -1.21 5.99 -3.97
H -2.43 5.04 -4.86
H -1.86 2.46 -2.56
H -2.65 1.33 -3.35
C 5.25 2.49 -0.53
C 5.45 1.49 0.58
C 4.44 0.32 0.73
O 4.72 -0.25 2.03
C 3.63 -1.02 2.47
N 6.81 1.01 0.36
H 5.96 3.32 -0.52
H 4.31 3.04 -0.50
H 5.35 2.04 -1.51
H 5.60 2.01 1.52
H 4.66 -0.41 -0.04
H 3.39 0.61 0.68
H 2.87 -0.36 2.90
H 3.98 -1.73 3.21
H 3.15 -1.66 1.73
H 7.49 1.60 0.81
H 6.90 0.16 0.89
C 2.61 4.28 -3.85
C 4.01 3.65 -4.14
C 3.87 2.17 -4.41
O 3.36 1.45 -3.29
C 3.11 0.08 -3.56
N 4.73 4.26 -5.23
H 2.07 3.97 -2.96
H 1.94 3.93 -4.63
H 2.75 5.35 -3.69
H 4.59 3.83 -3.24
H 4.86 1.80 -4.64
H 3.26 1.97 -5.29
H 3.95 -0.40 -4.05
H 2.36 0.15 -4.35
H 2.86 -0.51 -2.68
H 5.67 3.88 -5.19
H 4.88 5.18 -4.84
C -5.89 4.79 -2.01
C -4.37 4.94 -1.67
C -4.10 6.39 -1.32
O -4.08 7.16 -2.54
C -3.78 8.52 -2.30
N -4.06 4.09 -0.55
H -5.98 3.83 -2.52
H -6.12 5.56 -2.75
H -6.67 4.83 -1.25
H -3.85 4.46 -2.50
H -3.18 6.44 -0.75
H -4.90 6.79 -0.71
H -2.78 8.57 -1.87
H -4.55 8.94 -1.65
H -3.74 9.16 -3.18
H -3.05 4.09 -0.51
H -4.39 4.49 0.32
C 8.10 -2.77 1.01
C 6.79 -3.36 1.55
C 6.60 -3.08 3.07
O 7.64 -3.70 3.81
C 7.51 -5.14 3.85
N 5.68 -2.76 0.83
H 8.34 -2.95 -0.04
H 8.95 -3.28 1.46
H 8.18 -1.71 1.25
H 6.84 -4.44 1.39
H 5.63 -3.43 3.43
H 6.63 -2.00 3.21
H 8.23 -5.65 3.21
H 6.53 -5.52 3.58
H 7.65 -5.44 4.89
H 5.89 -2.76 -0.16
H 5.62 -1.78 1.08
C -0.06 6.15 -1.25
C -0.07 4.99 -0.41
C -0.84 5.19 0.92
O -0.19 6.29 1.56
C -0.84 6.85 2.67
N -0.74 3.92 -1.14
H 0.54 5.90 -2.12
H 0.34 7.09 -0.86
H -1.06 6.26 -1.67
H 0.97 4.75 -0.18
H -0.82 4.22 1.41
H -1.88 5.40 0.64
H -0.17 7.60 3.10
H -1.07 6.09 3.42
H -1.74 7.39 2.37
H -0.33 3.88 -2.06
H -0.43 3.06 -0.70
C -3.46 -2.33 2.31
C -3.23 -3.86 2.35
C -1.76 -4.26 2.18
O -1.09 -3.85 1.02
C -1.66 -4.12 -0.25
N -3.78 -4.38 3.59
H -3.31 -2.03 1.27
H -2.79 -1.75 2.94
H -4.48 -1.99 2.49
H -3.76 -4.34 1.53
H -1.62 -5.34 2.22
H -1.11 -3.91 2.98
H -2.44 -3.38 -0.43
H -2.02 -5.15 -0.27
H -0.94 -3.90 -1.04
H -3.91 -5.37 3.49
H -4.74 -4.09 3.70
C -5.06 0.98 1.59
C -6.19 1.33 0.64
C -7.11 2.37 1.18
O -8.13 2.82 0.36
C -9.12 1.88 -0.17
N -5.78 1.79 -0.66
H -5.46 0.67 2.55
H -4.45 1.85 1.84
H -4.40 0.22 1.17
H -6.84 0.45 0.59
H -6.50 3.26 1.34
H -7.53 2.13 2.16
H -9.82 2.37 -0.85
H -9.78 1.40 0.55
H -8.61 1.09 -0.72
H -5.03 2.45 -0.51
H -6.55 2.40 -0.89
C -3.49 -1.72 -3.21
C -4.84 -1.07 -2.80
C -5.36 -1.46 -1.45
O -5.67 -2.87 -1.65
C -6.34 -3.39 -0.44
N -4.61 0.37 -2.85
H -3.09 -1.43 -4.18
H -3.61 -2.80 -3.22
H -2.70 -1.65 -2.46
H -5.55 -1.16 -3.62
H -6.29 -0.94 -1.23
H -4.57 -1.21 -0.75
H -5.84 -3.11 0.49
H -6.50 -4.46 -0.56
H -7.37 -3.05 -0.32
H -3.78 0.46 -2.28
H -5.37 0.78 -2.32
C -1.31 0.82 0.73
C 0.13 0.48 0.38
C 0.25 -0.94 0.03
O 1.56 -1.24 -0.39
C 1.96 -2.60 -0.58
N 0.40 1.24 -0.76
H -2.04 0.46 0.00
H -1.49 1.89 0.78
H -1.62 0.27 1.62
H 0.84 0.73 1.17
H -0.48 -1.31 -0.69
H 0.07 -1.50 0.95
H 3.02 -2.61 -0.84
H 1.28 -3.16 -1.21
H 1.82 -3.15 0.36
H 1.25 0.82 -1.14
H -0.34 1.03 -1.42
```

Question: Look up the charge of the fourth one.
Answer: +1